Molecular formula: C6H16NO3
Method: DFT, wB97M-V/def2-TZVPD

Computed properties:
* net charge: -1
* max |F|: 2.42 eV/A
* frontier orbital gap: 6.1629 eV

Last column: natural (NBO) charge in e.
Cartesian coordinates (Å):
C -0.95 -2.82 -0.27  0.436
O -1.53 -3.85 -0.53  -0.567
C -1.01 -2.11 1.02  -0.541
C -1.78 -0.70 0.69  -0.392
C -0.83 0.47 0.79  -0.518
C 0.30 0.52 -0.01  0.043
N 1.26 1.43 -0.12  -0.760
C 0.83 2.82 0.04  -0.427
H -2.63 1.23 -1.92  0.006
H -0.51 -2.24 -1.10  0.115
H -1.66 -2.52 1.80  0.211
H -0.08 -1.82 1.50  0.233
H -2.60 -0.56 1.40  0.199
H -2.21 -0.66 -0.32  0.194
H -0.80 0.91 1.79  0.178
H 0.30 -0.35 -0.69  0.114
H 2.25 -1.11 1.38  0.460
H 0.52 3.18 -0.96  0.156
H -0.15 2.81 0.54  0.171
H 1.50 3.43 0.63  0.172
H 2.49 0.34 1.54  0.497
H 2.73 0.15 -1.75  0.500
O 2.92 -0.52 1.74  -0.967
H -3.18 1.38 -1.44  -0.006
H 2.09 0.62 -3.04  0.467
O 2.73 -0.01 -2.70  -0.974